No. 1
The following is a quantum chemistry calculation of C3H6ClN in the gas phase in a non-equilibrium geometry, from OMol25.

Geometry as XYZ:
```
11
Properties=species:S:1:pos:R:3:lowdin_charge:R:1
C 0.5856 -1.7107 0.1097 -0.14
N 0.5137 -0.2874 -0.0758 -0.02
C -0.5696 0.2766 -0.0396 -0.79
C -0.6873 1.7517 0.0873 -0.11
Cl -2.1343 -0.5944 -0.0466 0.62
H 1.3059 -2.2358 -0.4251 0.05
H -0.3283 -2.2042 -0.1301 0.02
H 0.9617 -1.7298 1.1566 0.11
H -1.4980 2.0615 -0.7143 0.11
H -1.2206 1.9534 1.0546 0.09
H 0.2388 2.2628 -0.0634 0.06
```

- calculated total energy (eV) = -17220.0917
- multiplicity = 1
- structure (SMILES) = C/N=C(/C)Cl



No. 2
The following is a quantum chemistry calculation of 2 unconnected molecules or ions with the total composition C3H6ClN2O2 in a non-equilibrium geometry, from OMol25.

Geometry as XYZ:
```
14
Properties=species:S:1:pos:R:3:lowdin_charge:R:1
C -2.6985 -0.2537 0.5296 -0.49
C 3.4445 0.7114 -0.4000 -0.10
C -1.4695 -0.0971 -0.4937 0.09
N 2.5407 -0.1362 -0.2617 -0.49
N -0.3090 -0.2227 -0.0696 0.22
O -3.7652 0.2097 -0.0712 0.18
O -2.5476 -0.5529 1.6410 0.21
Cl 2.5385 -1.3855 0.9578 0.59
H 3.5747 1.4749 -1.1006 0.07
H 4.3819 0.7176 0.2532 0.11
H -1.6346 0.0023 -1.5915 0.18
H 0.0586 -0.3300 0.9481 0.17
H 0.4739 -0.2663 -0.7442 0.11
H -4.5883 0.1285 0.4026 0.15
```

- calculated total energy (eV) = -22796.6328
- multiplicity = 1
- total charge = +1



No. 3
The following is a quantum chemistry calculation of C3H6ClN3 in the gas phase in a non-equilibrium geometry, from OMol25.

Geometry as XYZ:
```
13
Properties=species:S:1:pos:R:3:lowdin_charge:R:1
H 0.0272 -2.0120 0.6974 0.05
N -0.5347 -1.1587 0.8708 0.12
C -0.1201 -0.2050 0.1440 -0.47
N 0.9073 -0.2760 -0.8015 -0.08
N 1.7007 -1.4264 -0.7863 0.01
C -0.8325 1.1109 0.2394 -0.65
C -1.9419 1.2640 0.9611 0.00
Cl -0.1486 2.4752 -0.6165 0.66
H 1.3175 0.5755 -1.1016 0.06
H 1.7988 -1.7493 -1.7433 0.09
H 2.6107 -1.2597 -0.3641 0.09
H -2.4630 2.2423 1.0235 0.08
H -2.3214 0.4193 1.4772 0.05
```

- calculated total energy (eV) = -20199.5966
- multiplicity = 1
- structure (SMILES) = [H]/N=C(\NN)C(=C)Cl



No. 4
The following is a quantum chemistry calculation of C3H6ClN3 in the gas phase in a non-equilibrium geometry, from OMol25.

Geometry as XYZ:
```
13
Properties=species:S:1:pos:R:3:lowdin_charge:R:1
H -0.4777 -1.6764 -2.2964 -0.01
N -0.0520 -0.7584 -2.3010 0.10
C -0.0279 -0.1642 -1.1871 -0.65
N 0.6116 1.0521 -1.0849 0.11
N -0.6257 -0.6146 -0.0225 -0.44
Cl -1.5007 -2.1047 -0.0837 0.69
C -0.4719 -0.1530 1.4224 -0.19
C 0.6447 0.3890 1.8649 0.01
H 0.8037 1.4291 -2.0004 0.10
H 0.2244 1.7018 -0.4211 0.08
H -1.3596 -0.3505 1.9935 0.08
H 0.7243 0.7277 2.8836 0.06
H 1.5068 0.5220 1.2328 0.06
```

- calculated total energy (eV) = -20199.2010
- multiplicity = 1
- structure (SMILES) = [H]/N=C(/N)N(Cl)C=C



No. 5
The following is a quantum chemistry calculation of C3H6ClNO in the gas phase in a non-equilibrium geometry, from OMol25.

Geometry as XYZ:
```
12
Properties=species:S:1:pos:R:3:lowdin_charge:R:1
N -2.0209 0.0570 -0.5722 0.04
O -1.0023 1.0366 -0.7367 -0.17
C 0.2270 0.3759 -0.7476 -0.25
C 0.5935 -0.3028 0.5628 -0.18
C 1.6384 -0.1854 1.3605 -0.55
Cl 1.9911 -1.2806 2.7270 0.54
H -2.0268 -0.3492 -1.4587 0.06
H -2.8450 0.5856 -0.3199 0.09
H 0.9985 0.9830 -0.9799 0.08
H 0.3198 -0.3766 -1.4978 0.11
H -0.2461 -1.1135 0.6412 0.13
H 2.3726 0.5700 1.0212 0.08
```

- calculated total energy (eV) = -19264.9289
- multiplicity = 1
- structure (SMILES) = NOC/C=C/Cl



No. 6
The following is a quantum chemistry calculation of C3H6ClNO in the gas phase in a non-equilibrium geometry, from OMol25.

Geometry as XYZ:
```
12
Properties=species:S:1:pos:R:3:lowdin_charge:R:1
C -0.4482 -1.0992 -0.5274 -0.01
C 0.3481 0.0848 -1.0600 -0.33
O -0.3851 1.2887 -1.1613 -0.02
C 0.6871 1.2702 -0.3345 -0.96
N 0.3613 1.4028 1.1065 0.06
Cl 1.9198 2.4022 -0.8079 0.71
H -0.3138 -1.7533 -1.3912 0.08
H -1.3085 -0.6368 -0.1530 0.06
H 0.1616 -1.5154 0.3978 0.13
H 0.9656 0.0407 -1.9249 0.12
H 1.1020 1.9352 1.5816 0.06
H -0.4818 2.0372 1.1201 0.11
```

- calculated total energy (eV) = -19266.5876
- multiplicity = 1
- structure (SMILES) = C[C@H]1O[C@]1(N)Cl



No. 7
The following is a quantum chemistry calculation of C3H6ClNO3 in the gas phase in a non-equilibrium geometry, from OMol25.

Geometry as XYZ:
```
14
Properties=species:S:1:pos:R:3:lowdin_charge:R:1
O 1.5067 1.1658 -0.5243 0.10
C 0.7996 1.1125 0.4517 -0.60
N 0.3914 2.2978 1.0430 0.01
O 1.0731 3.4984 0.7523 -0.02
O 0.1983 0.0905 1.0201 0.02
C 0.1622 -1.1371 0.2542 -0.22
C -1.1458 -1.2055 -0.4595 -0.57
Cl -1.3848 -2.8016 -1.1905 0.57
H 0.2757 2.2732 2.0990 0.18
H 1.3354 3.3618 -0.1807 0.10
H 1.0914 -1.1385 -0.3088 0.12
H 0.2778 -1.9708 0.9663 0.13
H -2.0670 -1.1447 0.1732 0.09
H -1.2321 -0.4968 -1.2763 0.08
```

- calculated total energy (eV) = -23361.8531
- multiplicity = 1
- structure (SMILES) = O=C(NO)OCCCl



No. 8
The following is a quantum chemistry calculation of 2 unconnected molecules or ions with the total composition C3H6ClNO4 in a non-equilibrium geometry, from OMol25.

Geometry as XYZ:
```
15
Properties=species:S:1:pos:R:3:lowdin_charge:R:1
O 4.2887 0.7799 0.0230 0.15
N 3.1898 0.3898 -0.0474 -0.49
O 2.2210 1.0047 -0.3019 0.11
O 3.0153 -0.9531 0.2457 0.13
H 2.1180 -1.1902 0.1588 0.03
C -2.3202 0.6530 0.1053 -0.16
C -0.9170 0.2863 -0.2369 -0.23
C -0.6496 -1.1100 0.0672 -0.77
O 0.3875 -1.5614 0.4269 0.06
Cl -2.0546 -2.1292 -0.1191 0.77
H -2.5971 0.0839 0.9024 0.02
H -2.6339 1.7138 0.3409 0.12
H -2.9037 0.4332 -0.6722 0.02
H -0.8573 0.5875 -1.2253 0.11
H -0.2871 1.0118 0.3327 0.14
```

- calculated total energy (eV) = -25406.3124
- multiplicity = 1
- structure (SMILES) = O=[N+]([O-])O.CCC(=O)Cl



No. 9
The following is a quantum chemistry calculation of a molecular structure, C3H6ClNS in a non-equilibrium geometry, from OMol25.

Geometry as XYZ:
```
12
Properties=species:S:1:pos:R:3:lowdin_charge:R:1
C -0.6568 -0.0667 1.6037 -0.16
C 0.3651 0.5201 0.6216 -0.79
C 0.0890 0.0564 -0.6745 -0.50
H -0.7675 0.7116 2.6486 0.15
H -1.7413 -0.2931 1.2734 0.08
H -0.4402 -1.2226 1.8412 0.11
H 1.3898 0.0557 0.7950 0.14
H -0.9185 1.0139 -0.9611 0.16
H 1.4923 -1.4630 -3.1722 -0.11
N 0.7550 -0.6786 -1.4331 -0.40
S 0.2210 -0.9582 -2.9973 0.72
Cl 0.2122 2.3244 0.4546 0.61
```

- calculated total energy (eV) = -28052.3698
- multiplicity = 1



No. 10
The following is a quantum chemistry calculation of 2 unconnected molecules or ions with the total composition C3H6ClO2P in a non-equilibrium geometry, from OMol25.

Geometry as XYZ:
```
13
Properties=species:S:1:pos:R:3:lowdin_charge:R:1
C -2.7920 -0.4694 0.1745 -0.04
C -1.9117 0.3668 -0.3734 -0.42
P -0.1190 0.3251 -0.6129 0.45
O 0.1277 -0.6899 0.6393 -0.39
Cl 0.2772 2.1162 0.2859 0.20
H -3.7682 -0.2200 0.3575 0.02
H -2.6770 -1.4149 0.5751 0.03
H -2.3664 1.4252 -0.7107 0.10
H 1.0702 -1.0259 0.6106 0.02
C 3.4381 0.0896 -0.2106 -0.13
O 2.7620 -0.8466 0.0467 -0.04
H 3.8931 0.8768 0.4700 0.11
H 3.5953 0.2037 -1.2543 0.07
```

- calculated total energy (eV) = -29113.4481
- multiplicity = 1
- structure (SMILES) = C=CP(O)Cl.C=O



No. 11
The following is a quantum chemistry calculation of a gas-phase ion, C3H6ClO3S (charge -1) in a non-equilibrium geometry, from OMol25.

Geometry as XYZ:
```
14
Properties=species:S:1:pos:R:3:lowdin_charge:R:1
C 0.4923 -1.2836 0.2615 -0.22
C 0.0856 -0.0752 -0.5434 -0.90
C 0.9901 1.1179 -0.6472 -0.13
Cl -0.7027 -0.6614 -2.0634 0.57
S -1.4234 0.3318 0.7294 0.36
O -0.7130 0.6619 1.9781 -0.39
O -2.2177 -0.8476 0.8531 -0.35
O -2.0527 1.4323 0.0670 -0.38
H -0.1648 -2.1265 0.2561 0.05
H 0.5908 -1.0956 1.2760 0.03
H 1.5450 -1.6288 -0.1213 0.11
H 0.4142 1.9412 -0.8628 0.02
H 1.7170 1.1031 -1.5949 0.11
H 1.4393 1.1303 0.4118 0.11
```

- calculated total energy (eV) = -32709.6379
- multiplicity = 1
- total charge = -1
- structure (SMILES) = CC(C)(Cl)S(=O)(=O)[O-]



No. 12
The following is a quantum chemistry calculation of a molecular structure, C3H6EuO4 in a non-equilibrium geometry, from OMol25.

Geometry as XYZ:
```
14
Properties=species:S:1:pos:R:3:lowdin_spin:R:1
O -1.3537 -0.1639 -0.1428 0.00
C -0.1336 0.1438 0.1791 0.00
C -2.1317 1.0446 -0.3048 0.00
O 2.8609 -3.1669 0.1425 -0.01
O 0.1245 1.4234 0.1409 0.00
C -1.0757 2.1536 -0.2012 0.00
Eu 3.2081 -0.9178 0.4682 7.02
H -2.8684 1.0726 0.5044 0.00
H -2.6269 1.0028 -1.2782 0.00
H -1.2707 2.8740 0.5974 0.00
H -0.8842 2.6637 -1.1504 0.00
O 0.6709 -0.6739 0.6358 -0.01
H 3.5166 -3.8687 0.2364 0.00
H 1.9638 -3.5873 0.1728 0.00
```

- calculated total energy (eV) = -30711.8969
- ⟨S²⟩ = 15.76
- multiplicity = 8
- total charge = +2



No. 13
The following is a quantum chemistry calculation of C3H6F2IN in the gas phase in a non-equilibrium geometry, from OMol25.

Geometry as XYZ:
```
13
Properties=species:S:1:pos:R:3:lowdin_charge:R:1
C -0.3905 -1.0612 0.9445 -0.10
C -1.2731 0.8069 -0.7491 -0.02
C 0.7751 0.8151 0.3356 -0.76
N -0.4288 0.2731 0.3189 -0.20
F 1.0035 1.9827 -0.2958 -0.03
F 3.6879 -1.4191 -0.9432 -0.84
I 2.5368 -0.2171 0.3921 1.42
H -1.4620 -1.3751 0.9284 0.11
H 0.1645 -1.8468 0.3051 0.10
H -0.0340 -0.8654 1.8710 0.04
H -1.4435 1.9371 -0.6559 0.13
H -0.9040 0.4690 -1.7134 0.11
H -2.2319 0.5009 -0.7381 0.04
```

- calculated total energy (eV) = -18230.5998
- multiplicity = 1



No. 14
The following is a quantum chemistry calculation of a molecular structure, C3H6F2NP in a non-equilibrium geometry, from OMol25.

Geometry as XYZ:
```
13
Properties=species:S:1:pos:R:3:lowdin_charge:R:1
C -1.5871 1.5621 0.3282 -0.18
C 0.7970 -0.4962 -1.1124 -0.06
C 0.0736 -1.0072 0.0964 -0.89
N -1.2533 2.4025 -0.3652 0.11
F -1.2188 -1.3046 -0.2553 -0.02
F 0.5840 -2.2143 0.3905 0.01
P 0.0289 0.2093 1.5247 0.85
H 0.4703 0.4276 -1.3919 0.01
H 0.8480 -1.2983 -1.9877 0.14
H 1.8480 -0.3159 -0.6955 0.11
H -0.9437 3.1638 -0.8681 0.06
H 1.1684 -0.5233 2.1052 -0.07
H -0.8154 -0.6056 2.2311 -0.08
```

- calculated total energy (eV) = -19419.2654
- multiplicity = 1



No. 15
The following is a quantum chemistry calculation of a molecular structure, C3H6F2S in a non-equilibrium geometry, from OMol25.

Geometry as XYZ:
```
12
Properties=species:S:1:pos:R:3:lowdin_charge:R:1
C -0.7974 -1.8045 -0.0202 -0.46
C 0.1367 -1.4792 -1.1245 -0.44
C 0.4193 2.2167 0.8075 -0.32
H -0.3764 -2.0791 0.9435 0.07
H -1.7282 -2.3068 -0.2680 0.06
H 1.2040 -1.5290 -0.9231 0.07
H -0.1500 -1.7571 -2.1341 0.07
H -0.2151 1.6045 1.4597 0.09
H -0.1044 3.0988 0.4255 0.13
F 0.8289 1.4608 -0.2414 -0.19
F 1.5055 2.6237 1.5101 0.01
S -0.7228 -0.0489 -0.4349 0.90
```

- calculated total energy (eV) = -19476.3494
- multiplicity = 1



No. 16
The following is a quantum chemistry calculation of C3H6F2S in the gas phase in a non-equilibrium geometry, from OMol25.

Geometry as XYZ:
```
12
Properties=species:S:1:pos:R:3:lowdin_charge:R:1
C -1.6829 0.8408 0.2245 -0.38
S -1.2770 -0.9115 -0.2254 0.83
C 0.4828 -1.0297 0.1442 -0.48
C 1.4015 -0.1549 -0.4675 -0.44
F 2.6888 -0.3799 0.2393 -0.04
F 1.0035 1.1004 -0.2817 0.05
H -1.4550 1.0830 1.2571 0.04
H -2.7680 0.8842 0.0918 0.02
H -1.3635 1.5492 -0.5303 0.03
H 0.7198 -0.7033 1.1917 0.12
H 0.7367 -2.0678 -0.1158 0.10
H 1.5134 -0.2106 -1.5278 0.15
```

- calculated total energy (eV) = -19477.7970
- multiplicity = 1
- structure (SMILES) = CSCC(F)F



No. 17
The following is a quantum chemistry calculation of 3 unconnected molecules or ions with the total composition C3H6FN3 in a non-equilibrium geometry, from OMol25.

Geometry as XYZ:
```
13
Properties=species:S:1:pos:R:3:lowdin_charge:R:1
C 0.7664 1.1550 -0.0330 -0.36
C -0.7395 -0.8879 -0.2276 -0.12
C -2.0733 -0.5568 0.0303 -0.18
H 1.5755 -1.0922 1.4090 0.21
H 2.7139 -0.1915 -0.3195 0.22
H 1.9508 1.1075 -0.0987 0.09
H -0.7811 2.1108 -0.0831 0.01
H -0.3163 -1.8927 -0.4339 0.12
H -2.5905 -1.4993 0.0624 0.09
N 1.5940 -1.0072 -0.0005 -0.06
N 0.3570 -0.1090 -0.2648 -0.21
N 0.1895 2.2776 -0.0379 0.12
F -2.6465 0.5857 -0.0027 0.08
```

- calculated total energy (eV) = -10388.9381
- multiplicity = 1



No. 18
The following is a quantum chemistry calculation of 2 unconnected molecules or ions with the total composition C3H6FNO2 in a non-equilibrium geometry, from OMol25.

Geometry as XYZ:
```
13
Properties=species:S:1:pos:R:3:lowdin_charge:R:1
C -2.2640 0.2307 0.1278 -0.01
C -0.8139 0.2422 -0.0771 -0.45
O -0.2893 1.4538 -0.3110 0.10
N 0.0129 -0.7721 0.0803 0.09
F -0.6779 -2.0061 0.2451 -0.11
H -2.3363 0.2657 1.2547 0.12
H -2.5691 -0.6763 -0.3968 0.09
H -2.7757 1.2358 -0.0683 0.12
H 0.6384 1.3541 -0.2414 0.04
C 2.7332 -0.2813 -0.1424 -0.17
O 2.2508 0.5997 0.4909 -0.03
H 3.2126 -1.3138 0.2855 0.12
H 2.8783 -0.3324 -1.2474 0.08
```

- calculated total energy (eV) = -11507.3493
- multiplicity = 1
- structure (SMILES) = C/C(O)=N\F.C=O



No. 19
The following is a quantum chemistry calculation of 2 unconnected molecules or ions with the total composition C3H6FNOS in a non-equilibrium geometry, from OMol25.

Geometry as XYZ:
```
13
Properties=species:S:1:pos:R:3:lowdin_charge:R:1
O 2.0649 -0.3046 -3.6482 0.08
C 1.6023 -0.0962 -2.5784 -0.93
F 0.5478 -0.7200 -2.1158 0.05
S 2.2009 1.0659 -1.3944 0.82
H 1.2351 0.7984 -0.3081 -0.07
C -0.1470 -1.1010 1.0826 -0.05
N -0.5809 0.0471 0.7783 -0.16
C -1.5476 0.7736 1.4014 -0.15
H -0.4604 -1.6030 2.0408 0.09
H 0.6005 -1.5620 0.4333 0.06
H -2.4529 0.4334 0.8817 0.10
H -1.5878 0.5236 2.4513 0.09
H -1.4752 1.7449 0.9753 0.07
```

- calculated total energy (eV) = -20297.1009
- multiplicity = 1
- structure (SMILES) = O=C(F)S.C=NC



No. 20
The following is a quantum chemistry calculation of C3H6FNS in the gas phase in a non-equilibrium geometry, from OMol25.

Geometry as XYZ:
```
12
Properties=species:S:1:pos:R:3:lowdin_charge:R:1
C -1.6152 -1.3991 1.3336 -0.06
C -1.3181 -0.0651 0.6714 -0.40
F -2.4632 0.7550 0.0855 -0.15
C -0.2568 0.0230 -0.3286 -0.21
N 1.0939 -0.2846 0.1210 -0.35
S 2.3319 0.4767 -1.0154 0.52
H -0.4142 -1.9396 1.4165 0.17
H -2.2360 -1.2358 2.2313 0.07
H -2.1516 -1.9923 0.5253 0.09
H -1.0909 0.8186 1.4532 0.18
H -1.0196 0.3138 -1.2560 0.18
H 3.2526 0.2538 0.2017 -0.05
```

- calculated total energy (eV) = -18246.1566
- multiplicity = 1
- structure (SMILES) = C[C@H](F)/C=N/S